1.
Here is a structure of composition C39H40MnN4O4PS from the Open Molecules 2025 dataset. Energies are from ωB97M-V with the def2-TZVPD basis set.

calculated total energy	-106684.25985	eV
lowest unoccupied orbital energy (alpha / beta)	-0.57 / -0.58	eV
gap between HOMO and LUMO (alpha / beta)	4.665 / 6.608	eV

The geometry in ORCA input format:
```
! RIJCOSX wB97M-V def2-TZVPD def2/J DEFGRID3
* xyz 0 5
Mn 0.189 -0.063 0.561
S 2.991 0.781 -1.110
P -1.313 1.741 -1.831
O 1.759 -0.212 1.572
O -1.423 -0.672 -0.386
O -1.991 -2.068 -2.023
O 0.837 -1.862 -0.227
N 2.198 -3.302 -2.549
N -0.294 1.558 1.621
N -0.809 -1.130 2.137
N 3.964 -1.674 1.085
C -2.863 3.836 -2.677
C 0.433 1.338 -2.199
C 2.498 0.746 2.065
C -3.333 4.840 -3.510
C 4.535 -0.663 1.814
C 0.621 -4.128 -0.826
C -0.475 -5.722 0.659
C -2.173 0.259 -2.473
C 2.775 2.963 3.061
C 0.098 -5.410 -0.543
C 2.866 2.151 -3.476
C 3.897 0.491 2.291
C -1.785 3.031 -3.051
C -1.169 3.281 -4.277
C -1.625 4.300 -5.103
C -0.257 -3.355 1.305
C 4.110 2.716 3.329
C -1.619 -0.356 3.068
C 3.948 -3.283 -0.777
C 0.564 2.247 2.286
C 0.853 0.814 -3.491
C -0.784 -2.390 2.255
C -2.480 0.619 2.261
C -0.641 -4.661 1.554
C 1.967 1.992 2.424
C 4.782 -2.361 0.102
C 1.208 -4.027 -2.108
C 4.962 3.759 4.006
C -2.711 5.077 -4.727
C -1.831 -0.939 -1.584
C -0.998 -7.097 0.978
C 0.443 -3.023 0.088
C 2.701 2.375 -2.022
C 1.216 1.041 -0.821
C 1.992 1.293 -4.121
C 3.136 -2.476 -1.790
C 1.259 2.385 -1.513
C -1.707 1.871 1.824
C 4.646 1.493 2.950
H -4.175 5.447 -3.202
H -3.334 3.671 -1.713
H 0.196 -6.178 -1.304
H -3.251 0.426 -2.406
H -0.478 -7.860 0.400
H 4.614 -3.970 -1.305
H -0.322 2.684 -4.587
H -1.956 0.020 -3.514
H 5.308 -1.639 -0.540
H 2.396 -3.398 -3.533
H 2.570 -1.696 -1.298
H -1.162 -4.862 2.486
H 5.029 4.667 3.403
H 3.750 2.525 -3.976
H -2.260 -1.023 3.654
H 0.187 3.098 2.859
H 2.326 3.909 3.345
H 3.283 -3.883 -0.151
H -3.066 5.867 -5.376
H 0.216 0.098 -3.995
H -1.129 4.485 -6.048
H -1.783 2.640 2.599
H -1.317 -2.848 3.096
H 3.792 -2.005 -2.519
H 2.200 0.988 -5.141
H 2.996 -1.499 0.838
H 5.698 1.303 3.135
H -3.348 0.929 2.845
H 0.810 -4.705 -2.859
H -2.123 2.263 0.896
H 5.600 -0.765 1.990
H -2.845 0.082 1.386
H -0.961 0.172 3.763
H 5.975 3.391 4.168
H 4.548 4.039 4.976
H 5.546 -2.944 0.625
H -2.063 -7.177 0.751
H -0.867 -7.332 2.034
H 3.313 3.181 -1.628
H 0.809 3.312 -1.167
*
```



2.
Here is a structure of composition C39H40N2O2P4S4V in a non-equilibrium geometry from the Open Molecules 2025 dataset. Energies are from ωB97M-V with the def2-TZVPD basis set.

calculated total energy	-154343.76276	eV
ΔE to the lowest compared entry with this formula, charge and spin	16.8	kcal per mole
lowest unoccupied orbital energy (alpha / beta)	-5.99 / -5.07	eV
gap between HOMO and LUMO (alpha / beta)	6.700 / 7.664	eV

The geometry in ORCA input format:
```
! RIJCOSX wB97M-V def2-TZVPD def2/J DEFGRID3
* xyz 2 2
V 0.385 -0.284 -0.293
S -0.236 3.917 -2.590
S 2.329 -1.209 0.566
S 1.705 1.421 -1.203
S -0.889 1.399 0.812
P -0.557 -0.754 -3.055
P -1.671 -0.292 1.632
P 1.557 3.172 -2.325
P 0.953 -1.943 1.901
O -1.455 -1.613 -3.879
O -0.064 -1.361 -1.712
N -2.871 0.561 -3.413
N 1.849 -1.727 -3.764
C 2.360 2.680 -3.885
C 1.790 0.066 3.593
C 1.861 -0.135 5.985
C 2.298 2.359 -6.270
C -3.239 -1.394 -0.383
C 1.371 -1.431 5.904
C 3.584 1.835 -6.234
C 0.273 -5.927 1.558
C -5.615 -0.310 0.583
C 0.993 -0.511 -4.016
C 1.310 -1.243 3.512
C 2.712 4.319 -1.558
C 3.197 4.156 -0.267
C -4.430 -0.114 1.283
C 3.659 2.163 -3.849
C -2.890 -0.342 6.010
C -3.239 -0.645 0.795
C 4.267 1.740 -5.023
C 1.092 -1.993 4.666
C -0.465 -1.401 1.055
C 3.088 5.421 -2.327
C -2.386 0.836 5.480
C 4.064 5.104 0.261
C 1.685 2.785 -5.094
C -4.428 -1.597 -1.073
C 2.477 -5.629 2.497
C 0.090 -4.550 1.534
C 1.106 -3.722 1.998
C -2.080 -0.257 3.373
C 3.953 6.360 -1.793
C 2.304 -4.256 2.479
C -2.581 -1.450 3.905
C -5.614 -1.047 -0.593
C 4.441 6.200 -0.500
C -1.972 0.885 4.155
C -1.513 0.793 -2.804
C 2.068 0.614 4.833
C 1.460 -6.460 2.036
C -2.987 -1.488 5.228
H -2.669 -2.330 3.276
H 2.088 0.293 6.954
H 4.069 1.530 -7.154
H 4.187 2.099 -2.904
H 3.399 -6.055 2.870
H 4.249 7.218 -2.383
H 1.779 2.451 -7.216
H -1.027 1.665 -3.242
H 2.458 1.622 4.904
H -0.830 -4.117 1.159
H 0.756 -0.458 -5.076
H 1.972 0.633 2.690
H 2.897 3.298 0.321
H -4.444 -2.228 -1.958
H -1.623 1.022 -1.748
H -2.316 1.722 6.099
H -3.127 1.293 -4.072
H 2.694 5.549 -3.328
H 1.216 -2.012 6.804
H 0.689 3.214 -5.110
H 5.116 6.938 -0.085
H -3.387 -2.403 5.646
H 1.559 0.360 -3.712
H -6.544 -1.222 -1.121
H 5.283 1.360 -5.000
H -3.595 0.491 -2.694
H 2.708 -1.694 -4.311
H 3.087 -3.595 2.836
H -6.540 0.100 0.965
H 0.728 -3.011 4.595
H -1.586 1.803 3.726
H -0.513 -6.583 1.206
H 2.095 -1.778 -2.773
H -2.326 -1.874 -0.712
H 1.350 -2.587 -3.999
H -2.814 -0.365 -3.899
H -4.431 0.457 2.205
H -3.211 -0.370 7.044
H 1.598 -7.535 2.052
H 4.449 4.983 1.266
*
```



3.
Here is a cluster of 2 separate species, C39H40N3 in total in a non-equilibrium geometry from the Open Molecules 2025 dataset. Energies are from ωB97M-V with the def2-TZVPD basis set.

calculated total energy	-45554.35035	eV
lowest unoccupied orbital energy	-5.21	eV
gap between HOMO and LUMO	3.878	eV

The geometry in ORCA input format:
```
! RIJCOSX wB97M-V def2-TZVPD def2/J DEFGRID3
* xyz 1 1
N -3.976 2.597 -2.959
N -2.031 0.997 4.192
N 3.407 -4.254 -0.262
C -0.739 0.650 4.119
C 4.299 -4.485 -1.357
C 2.182 -0.132 4.327
C -2.309 2.798 -1.181
C -1.196 2.323 -0.519
C 0.523 0.633 -0.095
C -3.608 4.797 -5.941
C 2.697 2.206 3.926
C 2.633 -3.071 -0.178
C -2.843 2.087 -2.280
C 6.554 -4.622 -2.247
C 3.178 -1.926 0.445
C 5.688 -4.331 -1.193
C -4.388 0.811 4.527
C -3.080 0.010 4.443
C 2.831 -5.457 0.361
C -3.875 2.066 -5.358
C 4.666 -5.199 -3.649
C -2.473 2.371 4.351
C -2.207 0.904 -2.700
C 1.312 -3.021 -0.667
C -0.571 1.086 -0.879
C 1.721 1.188 4.079
C 4.493 0.624 4.293
C 1.161 -0.637 -0.106
C 0.593 -1.835 -0.639
C -3.722 2.488 -6.680
C -5.291 2.103 -2.513
C -3.735 4.379 -4.619
C 6.047 -5.066 -3.472
C 3.795 -4.911 -2.598
C 3.546 -0.402 4.433
C -1.083 0.428 -2.040
C 4.055 1.931 4.032
C 2.455 -0.754 0.499
C -4.005 2.298 4.492
C 0.321 1.534 4.005
C -3.602 3.850 -6.973
C -3.866 3.009 -4.322
H -5.461 2.412 -1.473
H -2.788 3.739 -0.897
H -2.892 -0.509 5.400
H -3.114 -0.762 3.657
H -0.559 -0.432 4.166
H -3.740 5.083 -3.783
H -3.504 4.177 -8.006
H -0.764 2.889 0.307
H -0.428 -1.832 -1.017
H 2.349 3.220 3.727
H 2.866 0.123 1.006
H -4.307 2.799 5.414
H -5.354 1.003 -2.559
H 0.086 2.600 3.905
H -5.027 0.558 3.677
H 6.054 -3.985 -0.224
H 4.171 -2.008 0.897
H 0.874 -3.928 -1.098
H 2.713 -5.005 -2.717
H -2.035 2.823 5.259
H 4.782 2.736 3.915
H 6.725 -5.305 -4.289
H 7.628 -4.501 -2.105
H 2.262 -6.065 -0.360
H -4.909 0.561 5.454
H -3.697 1.741 -7.473
H 3.647 -6.069 0.768
H -2.176 3.010 3.505
H -6.069 2.535 -3.154
H 2.169 -5.150 1.180
H -3.511 5.861 -6.159
H 4.257 -5.528 -4.603
H -3.980 1.009 -5.104
H 0.959 1.370 0.584
H -4.479 2.798 3.644
H -0.587 -0.458 -2.431
H 5.559 0.409 4.385
H 1.452 -0.931 4.445
H -2.609 0.370 -3.566
H 3.881 -1.421 4.632
*
```



4.
Here is a structure of composition C39H40N3O3TeV from the Open Molecules 2025 dataset. Energies are from ωB97M-V with the def2-TZVPD basis set.

calculated total energy	-84691.51840	eV
ΔE to the lowest compared entry with this formula, charge and spin	0.0	kcal per mole
lowest unoccupied orbital energy (alpha / beta)	2.27 / 2.27	eV
gap between HOMO and LUMO (alpha / beta)	5.998 / 7.805	eV

The geometry in ORCA input format:
```
! RIJCOSX wB97M-V def2-TZVPD def2/J DEFGRID3
* xyz -1 4
Te 1.190 0.904 2.105
V 0.178 0.157 -1.049
O 0.250 -1.538 -0.177
O -3.119 2.686 -0.432
O 3.637 2.263 -2.243
N 2.044 0.592 -1.980
N -1.833 0.834 -0.994
N 0.273 2.245 -1.230
C 2.583 -0.973 -3.737
C -1.312 -0.871 5.239
C -2.711 -0.265 1.500
C 1.589 4.193 -1.430
C -4.600 -1.288 -2.208
C 0.065 4.898 4.693
C -0.653 0.046 4.433
C -5.062 -1.848 -1.027
C 0.342 -1.767 3.204
C -0.737 4.338 -0.827
C -0.803 2.958 -0.921
C -2.949 -0.039 -0.984
C -3.402 -0.603 0.213
C -4.463 -1.501 0.174
C 1.439 2.819 -1.504
C 4.269 -0.347 -0.388
C 0.483 4.957 -1.073
C 1.498 3.002 4.323
C 3.957 -0.927 -1.735
C -0.995 -3.536 0.231
C 3.342 -2.034 -4.219
C -3.046 0.237 -3.476
C 4.399 -2.543 -3.480
C -0.705 4.531 3.600
C -0.379 3.396 2.868
C -2.062 2.132 -0.747
C -3.548 -0.379 -2.201
C 2.886 -0.428 -2.483
C 2.515 1.848 -1.946
C -0.316 -2.891 -2.081
C 4.702 -1.982 -2.249
C 1.428 -3.596 -0.436
C 0.180 -0.402 3.414
C -1.151 -2.234 5.033
C 0.096 -2.867 -0.607
C 1.164 4.132 5.056
C 0.725 2.628 3.227
C -0.323 -2.678 4.013
C 1.454 -0.402 -4.548
H 0.568 6.034 -1.003
H 5.528 -2.374 -1.666
H -0.993 3.103 2.024
H -1.669 -0.591 1.458
H -3.190 -0.759 2.347
H -0.199 -3.739 3.834
H -1.566 5.122 3.314
H -5.881 -2.557 -1.043
H 2.358 2.407 4.602
H -1.631 4.889 -0.571
H -0.192 5.781 5.265
H 0.461 -2.425 -2.690
H 0.500 -0.483 -4.019
H -1.933 -2.990 0.123
H -1.994 -0.010 -3.641
H 3.097 -2.462 -5.185
H -3.626 -0.116 -4.330
H 1.748 -3.544 0.608
H -0.459 -3.917 -2.436
H -1.255 -2.344 -2.216
H -1.962 -0.515 6.029
H -5.062 -1.553 -3.153
H 5.096 -0.882 0.079
H 2.551 4.629 -1.659
H 4.982 -3.373 -3.860
H -0.720 -3.539 1.287
H 2.194 -3.119 -1.051
H 3.400 -0.419 0.270
H -1.154 -4.570 -0.092
H 0.965 -2.119 2.389
H 1.767 4.417 5.910
H -1.674 -2.945 5.660
H 1.348 -4.648 -0.724
H -2.715 0.814 1.672
H -0.797 1.106 4.598
H -3.110 1.326 -3.434
H 4.532 0.709 -0.473
H -4.810 -1.943 1.102
H 1.613 0.661 -4.737
H 1.365 -0.920 -5.504
*
```



5.
Here is a structure of composition C39H40N5O9P2S3Tc in a non-equilibrium geometry from the Open Molecules 2025 dataset. Energies are from ωB97M-V with the def2-TZVPD basis set.

calculated total energy	-120242.26573	eV
ΔE to the lowest compared entry with this formula, charge and spin	0.0	kcal per mole
lowest unoccupied orbital energy (alpha / beta)	-3.56 / -4.51	eV
gap between HOMO and LUMO (alpha / beta)	6.862 / 6.006	eV

The geometry in ORCA input format:
```
! RIJCOSX wB97M-V def2-TZVPD def2/J DEFGRID3
* xyz 1 4
Tc 0.201 -0.256 -0.147
S 1.362 3.593 1.935
S 0.930 -2.508 -0.593
S -1.316 -1.218 -1.792
P 2.148 0.006 1.288
P 1.674 0.870 -1.673
O -2.346 -2.356 0.662
O -0.953 0.514 5.847
O -0.827 -0.975 1.521
O -0.956 1.378 -0.200
O 0.894 2.196 1.704
O -5.288 -3.790 6.100
O -5.770 -3.798 4.003
O -4.281 -0.071 2.040
O -1.577 -0.752 7.472
N -5.055 -3.549 4.944
N -2.494 1.344 3.599
N -3.401 -4.189 -2.813
N 0.009 -6.087 -0.833
N -1.486 -0.496 6.303
C -2.238 -2.041 3.025
C 0.008 4.655 1.260
C -4.712 0.334 3.255
C -0.495 -5.138 -1.235
C 0.905 2.186 -2.680
C 3.724 2.760 -1.249
C -5.145 -0.827 1.208
C 0.900 4.010 3.680
C -4.146 1.460 5.331
C -2.041 1.576 2.383
C -0.540 5.492 2.404
C 3.170 1.365 0.631
C -3.364 -2.798 3.328
C -2.101 1.916 -0.035
C -4.012 3.043 -1.036
C -3.803 1.080 4.036
C -1.784 -1.814 1.597
C -1.589 -1.346 4.032
C 2.647 -0.046 -2.921
C -0.556 -2.733 -1.444
C 4.113 2.038 1.393
C 2.084 0.024 3.113
C -2.371 -4.090 -2.319
C 4.848 3.076 0.845
C -3.185 -2.147 5.664
C -4.010 2.656 1.332
C -2.077 -1.378 5.331
C -5.381 1.137 5.856
C -4.623 3.167 0.221
C -2.749 2.023 1.254
C -1.114 -3.961 -1.698
C 2.967 1.732 -0.703
C 4.655 3.436 -0.478
C -2.790 2.446 -1.159
C 3.352 -1.366 1.077
C -6.288 0.433 5.079
C -0.496 4.603 3.642
C -3.815 -2.842 4.642
C -5.961 0.037 3.795
H -1.238 3.812 3.545
H -2.316 2.336 -2.122
H 1.442 0.813 3.485
H -5.637 1.433 6.859
H -0.709 -0.774 3.782
H -4.514 3.419 -1.914
H 4.269 1.758 2.424
H -3.568 -2.177 6.674
H -5.951 -0.197 0.824
H 1.681 -0.944 3.410
H -7.260 0.183 5.473
H 0.135 1.724 -3.299
H -0.968 1.455 2.254
H -4.523 -1.184 0.387
H 4.262 -1.148 1.636
H -1.795 1.229 4.343
H 5.224 4.246 -0.907
H 5.570 3.604 1.451
H -1.556 5.824 2.190
H 0.421 5.249 0.449
H 3.387 0.610 -3.379
H 3.152 -0.890 -2.454
H -5.569 3.679 0.304
H 1.631 4.743 4.012
H 3.084 0.127 3.530
H 0.443 2.923 -2.025
H 0.083 6.376 2.555
H -3.431 2.020 5.917
H -0.715 5.170 4.547
H 0.984 3.116 4.292
H 2.922 -2.299 1.436
H -6.678 -0.518 3.214
H 3.600 -1.487 0.025
H 1.632 2.670 -3.331
H -5.572 -1.683 1.733
H -4.469 2.774 2.302
H 3.585 3.046 -2.281
H 1.970 -0.421 -3.688
H -3.886 -3.328 2.546
H -0.739 3.968 0.865
*
```